# C14H19F6N2O12RbS3

C14H19F6N2O12RbS3 as an isolated structure (ωB97M-V/def2-TZVPD, the OMol25 dataset).

HOMO (spin up / spin down): -12.644 / -12.644 eV
electronic energy: -91828.11586 eV
total charge: +1
2S+1: 2
E_LUMO (spin up / spin down): -3.5 / -8.5 eV

Atoms and positions in Å:
Rb -0.2531 0.4622 -2.0482
C 3.1588 -0.9106 -0.7614
F 4.2717 -0.3007 -0.4215
F 2.9735 -2.0053 -0.0718
F 2.1221 -0.1014 -0.5381
S 3.3440 -1.3635 -2.6262
O 4.5257 -0.6556 -3.1422
O 3.4238 -2.8489 -2.6802
N 1.8666 -0.7599 -3.2761
S 2.1205 -0.8156 -4.7558
O 2.3301 0.4928 -5.3813
O 2.9405 -1.8945 -5.3116
C 0.4092 -1.2710 -5.3997
F -0.4765 -0.3493 -4.9434
F 0.3551 -1.2960 -6.7219
F -0.0735 -2.4661 -4.9928
C -4.6577 -0.0638 0.6123
O -5.0431 0.2623 -0.6929
C -4.1265 0.8590 -1.4706
O -2.9198 0.9141 -1.2175
O -4.7337 1.3099 -2.6168
C -3.9671 2.1036 -3.5422
H -5.4706 0.0908 1.3217
H -3.8243 0.5366 0.9772
H -4.4431 -1.1322 0.5882
H -2.9135 1.8682 -3.3920
H -4.0618 3.1578 -3.2819
H -4.2987 1.8304 -4.5440
C 2.0146 4.9494 4.2237
C 0.6224 4.8326 4.2723
C -0.0573 4.1112 3.3048
C 0.6421 3.2920 2.3837
C 2.0629 3.4536 2.3160
C 2.7041 4.3259 3.1981
N -0.0688 2.3908 1.4100
O -1.2494 2.1993 1.6198
O 0.4555 1.8271 0.4503
H 2.5334 5.4187 5.0465
H 0.1624 5.3570 5.0968
H -1.1177 4.0154 3.4854
H 2.7148 3.0521 1.5543
H 3.7655 4.4001 3.0130
O -0.5413 -1.4321 0.0389
S -0.7709 -2.1941 1.2794
O -1.9614 -3.0649 1.3420
O 0.6365 -3.0359 1.6448
C 0.4651 -4.4249 1.9284
C 1.6532 -5.2967 1.7037
C -0.7322 -1.0726 2.7919
H -0.3375 -4.8332 1.3143
H 0.0415 -4.6313 2.9113
H 1.5220 -6.3414 1.9856
H 2.5783 -4.9983 2.1970
H 1.8708 -5.3151 0.6358
H -1.5690 -0.3759 2.7412
H 0.2753 -0.6654 2.7077
H -0.8940 -1.5966 3.7339



# C14H19N2O3PtS

C14H19N2O3PtS as an isolated structure (ωB97M-V/def2-TZVPD, the OMol25 dataset).

HOMO (spin up / spin down): -1.679 / -3.773 eV
relative energy (zero: lowest compared OMol25 entry of this formula, charge and spin): 0.0 kJ/mol
electronic energy: -38028.40052 eV
total charge: -1
2S+1: 3
E_LUMO (spin up / spin down): 2.8 / 2.8 eV

Atoms and positions in Å:
Pt -0.6902 -0.0990 0.1698
O 1.4659 -0.1227 0.1993
C 2.3544 0.7900 0.1630
C 3.7336 0.4249 0.1554
C 4.7432 1.3566 0.0723
C 4.4522 2.7395 0.0134
C 3.1392 3.1097 -0.0159
C 2.0932 2.1963 0.1054
C 0.7232 2.7110 0.1246
N -0.4219 2.0472 0.1336
C -1.4485 2.9603 0.1717
C -0.9151 4.2199 0.1788
N 0.4428 4.0538 0.1606
H 3.8847 -0.6501 0.2407
H 5.7674 1.0596 0.0887
H 5.2314 3.4642 -0.1532
H 2.9163 4.1739 -0.0905
H -2.4688 2.6774 0.1425
H -1.4332 5.1658 0.1663
H 1.1308 4.7866 0.0687
C -3.8215 -2.5193 -0.2146
O -2.9735 -1.5582 -0.7894
C -2.6262 -0.4127 -0.0691
C -3.8702 0.4508 0.0750
H -3.4658 -3.4929 -0.5199
H -4.8471 -2.4483 -0.5544
H -3.8151 -2.4938 0.8713
H -4.7076 -0.1878 0.4278
H -4.1818 0.8422 -0.8808
H -3.8161 1.2784 0.7893
C -0.9353 -4.2868 -0.0462
S 0.2135 -2.9236 0.5683
C 1.5214 -3.0836 -0.6357
O 0.8159 -3.4497 1.8516
H -0.3886 -5.2393 -0.1203
H -1.3404 -3.9722 -0.9984
H -1.7689 -4.3305 0.6722
H 1.1594 -2.7064 -1.5800
H 1.8388 -4.1175 -0.6745
H 2.3085 -2.4138 -0.2676



# C14H19N2O4P

One molecule with the formula C14H19N2O4P (ωB97M-V/def2-TZVPD, the OMol25 dataset).

HOMO: -9.249 eV
electronic energy: -35287.60561 eV
total charge: 0
SMILES: CC(C)[C@@H](C)COc1cccc2ncc(P(=O)(O)O)nc12
E_LUMO: -0.9 eV

Atoms and positions in Å:
C 1.3498 2.0158 -0.0776
C 1.5946 0.6272 0.5518
C 2.4259 0.7892 1.8261
C 2.1753 -0.4074 -0.4678
C 3.4576 -1.0978 0.0118
C 1.1670 -1.5121 -0.8174
O 0.2765 -1.2334 -1.9014
C -0.5017 -0.1197 -1.8488
C -0.3993 0.7943 -2.8443
C -1.2484 1.9195 -2.8869
C -2.1943 2.1201 -1.9301
C -2.3452 1.1794 -0.8955
N -3.3012 1.3820 0.0492
C -3.4286 0.4713 0.9706
C -2.6047 -0.6870 0.9896
P -2.7893 -1.9375 2.2773
O -3.8414 -1.6482 3.2417
O -1.3230 -2.0097 2.9094
O -2.9831 -3.3032 1.4856
N -1.6668 -0.9018 0.1062
C -1.5074 0.0359 -0.8591
H 1.8361 2.7989 0.5043
H 0.2889 2.2598 -0.1304
H 1.7374 2.0796 -1.0933
H 0.6352 0.2153 0.8761
H 3.4428 1.1213 1.6203
H 2.4596 -0.1247 2.4210
H 1.9567 1.5506 2.4518
H 2.4292 0.1055 -1.3984
H 4.2556 -0.3809 0.1944
H 3.8155 -1.7927 -0.7486
H 3.2890 -1.6747 0.9235
H 0.6015 -1.7920 0.0757
H 1.7011 -2.4002 -1.1520
H 0.3532 0.6510 -3.6080
H -1.1489 2.6462 -3.6813
H -2.8456 2.9829 -1.9400
H -4.1835 0.5965 1.7377
H -0.6225 -1.8868 2.2563
H -2.3138 -3.4324 0.8003



# C14H19N5O3S2

C14H19N5O3S2 as an isolated structure (ωB97M-V/def2-TZVPD, the OMol25 dataset).

HOMO: -6.705 eV
relative energy (zero: lowest compared OMol25 entry of this formula, charge and spin): 1635.0 kJ/mol
electronic energy: -50074.44396 eV
total charge: 0
E_LUMO: 0.3 eV

Atoms and positions in Å:
C 2.5898 0.9632 -3.0756
C 1.3231 -0.0572 -3.0391
H 1.6374 -1.0352 -2.5063
H 0.9806 -0.3198 -4.0567
O 0.2823 0.2894 -2.4773
C 0.5281 0.2731 -1.0063
O 1.6152 -0.1148 -0.4567
C -0.7925 0.5676 -0.2296
C -0.8915 0.2570 1.1252
N 0.0165 -0.3039 1.8097
C -0.1808 -0.9098 3.2778
O -1.1944 -0.7516 3.7707
C 0.8023 -1.8404 3.4040
H 0.4757 -2.8053 3.5433
H 0.9325 -1.7439 4.6260
S 2.6185 -1.6114 2.8474
C 2.1839 -2.4011 1.2092
N 1.1685 -3.1462 1.0045
N 1.1422 -3.6318 -0.1298
N 2.4720 -3.1494 -0.5876
N 2.9880 -2.6008 0.2548
C 4.4036 -1.7895 0.2525
H 4.0711 -0.7363 0.1713
H 4.8259 -2.0902 -0.7097
H 4.7397 -2.2615 1.0498
H 0.8119 -0.5000 1.3332
S -2.3488 0.9202 1.6162
C -2.9140 1.5171 0.3994
C -1.7590 1.4335 -0.7069
C -2.0046 1.9483 -2.1304
H -2.9443 2.4469 -2.1307
H -1.1665 2.3022 -2.4686
H -2.1448 1.0412 -2.7476
C -4.1313 2.2437 -0.0177
H -4.6880 1.7523 -0.7473
C -5.0299 2.2328 1.5989
H -6.0451 2.6079 1.1950
H -5.0352 1.4121 1.8097
H -4.4282 2.7293 2.2412
H -3.8721 3.2604 -0.0471
H 2.2655 1.9930 -3.5554
H 3.2073 1.1583 -1.9618
H 3.4897 0.4505 -3.7517